[1]
The following is a quantum chemistry calculation of a molecular structure, C133H79Br3F2O24 at a distorted geometry, from the Open Molecules 2025 dataset.

Summary:
Spin multiplicity: 2
Net charge: +1
Gap between HOMO and LUMO (alpha / beta) (eV): 5.6 / 2.4
Electronic energy (eV): -403892.001

Positions of all 241 atoms, in Å:
C -2.152 34.420 -8.386
C -2.256 33.299 -9.409
O -1.006 32.596 -9.227
C -0.661 32.704 -7.943
O 0.179 32.045 -7.298
O -1.160 33.858 -7.549
F -2.376 33.702 -10.667
H -3.096 34.653 -7.894
H -1.756 35.347 -8.801
H -3.091 32.703 -9.042
C -1.095 34.703 -19.986
C 0.060 35.582 -20.068
O -0.479 36.878 -20.045
C -1.539 36.803 -20.786
O -2.142 37.789 -21.302
O -2.026 35.571 -20.687
F 0.782 35.379 -21.177
H -1.310 34.559 -18.927
H -0.899 33.734 -20.445
H 0.690 35.579 -19.178
C 4.595 33.303 -19.494
C 5.850 33.185 -20.070
C 6.926 32.770 -19.271
C 6.814 32.303 -17.974
C 5.574 32.565 -17.261
C 4.467 32.973 -18.108
C 5.407 32.040 -15.889
O 4.482 32.527 -15.305
C 6.373 30.931 -15.413
C 5.977 30.093 -14.378
C 6.865 29.174 -13.852
C 8.126 29.011 -14.484
C 8.467 29.703 -15.610
C 7.593 30.765 -16.079
C 7.971 31.599 -17.272
O 9.062 31.459 -17.852
H 3.747 33.719 -20.016
H 6.071 33.477 -21.086
H 7.906 32.866 -19.715
H 3.549 32.775 -17.574
H 4.966 30.056 -14.001
H 6.699 28.675 -12.909
H 8.913 28.484 -13.965
H 9.354 29.461 -16.176
C -7.031 22.872 -22.797
C -6.380 21.674 -22.900
C -5.416 21.197 -22.001
C -4.905 22.118 -21.087
C -5.395 23.478 -20.974
C -6.462 23.797 -21.896
C -4.852 24.427 -19.957
O -5.264 25.633 -20.022
C -3.970 23.857 -18.912
C -3.274 24.823 -18.110
C -2.259 24.395 -17.245
C -1.826 23.125 -17.257
C -2.595 22.150 -17.970
C -3.581 22.495 -18.874
C -4.058 21.546 -19.968
O -3.708 20.334 -19.982
H -7.894 23.178 -23.370
H -6.904 21.043 -23.602
H -5.089 20.174 -22.113
H -6.760 24.836 -21.900
H -3.566 25.863 -18.092
H -1.883 25.124 -16.543
H -1.005 22.789 -16.642
H -2.292 21.114 -18.006
C 0.092 34.841 -12.712
C 0.492 35.607 -13.839
C 0.445 35.080 -15.127
C 0.068 33.754 -15.310
C -0.349 33.000 -14.195
C -0.263 33.506 -12.904
C -0.818 31.599 -14.322
O -1.139 30.970 -13.317
C -0.802 30.914 -15.667
C -1.270 29.591 -15.819
C -1.135 28.977 -17.055
C -0.511 29.618 -18.086
C -0.135 30.961 -17.932
C -0.239 31.624 -16.763
C 0.298 33.046 -16.659
O 0.867 33.686 -17.620
H 0.312 35.331 -11.775
H 0.921 36.597 -13.785
H 0.724 35.720 -15.950
H -0.405 32.914 -12.012
H -1.572 29.019 -14.955
H -1.478 27.962 -16.918
H -0.255 29.251 -19.069
H 0.324 31.478 -18.761
C 2.785 39.020 -13.098
C 3.520 38.954 -14.256
C 4.186 40.118 -14.662
C 3.914 41.400 -14.096
C 2.977 41.433 -13.011
C 2.420 40.246 -12.533
C 2.732 42.705 -12.265
O 1.921 42.842 -11.343
C 3.609 43.858 -12.723
C 3.616 44.977 -11.876
C 4.414 46.079 -12.137
C 5.169 46.146 -13.313
C 5.223 44.999 -14.148
C 4.467 43.842 -13.861
C 4.560 42.645 -14.704
O 5.277 42.607 -15.682
H 2.396 38.130 -12.626
H 3.721 37.969 -14.649
H 4.871 40.046 -15.493
H 1.946 40.207 -11.564
H 2.971 45.032 -11.012
H 4.341 46.990 -11.562
H 5.773 47.005 -13.564
H 5.894 44.995 -14.994
C -2.512 29.012 -9.346
C -2.414 29.304 -10.652
C -3.022 28.453 -11.595
C -3.747 27.305 -11.262
C -3.769 26.979 -9.926
C -3.215 27.819 -8.956
C -4.363 25.721 -9.420
O -4.316 25.334 -8.244
C -4.798 24.761 -10.527
C -5.006 23.425 -10.234
C -5.488 22.492 -11.164
C -5.653 22.872 -12.556
C -5.321 24.208 -12.842
C -4.794 25.088 -11.938
C -4.276 26.453 -12.376
O -4.505 26.828 -13.551
H -1.941 29.539 -8.596
H -1.764 30.073 -11.042
H -2.776 28.656 -12.626
H -3.244 27.523 -7.918
H -4.783 23.046 -9.247
H -5.682 21.490 -10.811
H -5.998 22.085 -13.210
H -5.220 24.520 -13.871
C 3.417 33.953 -8.971
C 4.633 34.418 -8.524
C 4.851 35.769 -8.260
C 3.769 36.703 -8.434
C 2.498 36.232 -8.899
C 2.313 34.871 -9.073
C 1.389 37.143 -9.295
O 0.308 36.718 -9.778
C 1.647 38.526 -9.048
C 0.663 39.479 -9.413
C 0.811 40.890 -9.281
C 2.028 41.349 -8.738
C 2.997 40.399 -8.243
C 2.873 39.024 -8.508
C 3.978 38.124 -8.057
O 5.072 38.479 -7.487
H 3.393 32.926 -9.305
H 5.542 33.835 -8.563
H 5.867 36.094 -8.092
H 1.376 34.432 -9.382
H -0.223 39.125 -9.919
H 0.052 41.526 -9.712
H 2.191 42.416 -8.694
H 3.899 40.750 -7.764
C 9.053 28.616 -10.054
C 9.585 29.633 -10.887
C 8.833 30.775 -11.212
C 7.423 30.734 -11.019
C 6.847 29.687 -10.257
C 7.655 28.655 -9.666
C 5.395 29.582 -10.014
O 4.866 28.762 -9.254
C 4.483 30.469 -10.798
C 3.075 30.387 -10.700
C 2.214 31.331 -11.334
C 2.772 32.303 -12.117
C 4.123 32.365 -12.276
C 4.999 31.550 -11.533
C 6.521 31.852 -11.575
O 6.989 32.866 -12.142
H 9.665 27.767 -9.788
H 10.645 29.711 -11.076
H 9.277 31.545 -11.825
H 7.284 27.992 -8.899
H 2.578 29.774 -9.963
H 1.154 31.271 -11.135
H 2.096 33.037 -12.532
H 4.548 33.181 -12.842
C 4.097 24.335 -18.201
C 4.811 24.590 -19.388
C 4.265 25.478 -20.341
C 2.923 25.946 -20.157
C 2.198 25.623 -19.009
C 2.821 24.892 -17.951
C 0.783 26.158 -18.874
O 0.235 25.941 -17.827
C 0.126 26.786 -20.136
C -1.284 26.986 -20.103
C -1.960 27.258 -21.311
C -1.174 27.497 -22.421
C 0.178 27.439 -22.441
C 0.900 26.996 -21.306
C 2.358 26.791 -21.277
O 3.032 27.117 -22.306
H 4.563 23.778 -17.401
H 5.776 24.145 -19.583
H 4.844 25.783 -21.200
H 2.321 24.787 -17.000
H -1.842 26.785 -19.200
H -3.033 27.348 -21.395
H -1.650 27.656 -23.378
H 0.664 27.460 -23.405
C -1.274 39.115 -12.740
C -1.124 40.431 -12.380
C -0.633 41.380 -13.255
C -0.231 41.040 -14.570
C -0.478 39.624 -14.958
C -0.988 38.740 -14.028
C -0.182 39.072 -16.343
O -0.418 37.898 -16.672
C 0.709 39.997 -17.191
C 1.431 39.443 -18.255
C 2.481 40.109 -18.858
C 3.034 41.247 -18.272
C 2.275 41.860 -17.267
C 1.111 41.265 -16.749
C 0.468 41.959 -15.532
O 0.727 43.145 -15.195
H -1.437 38.293 -12.059
H -1.122 40.799 -11.365
H -0.452 42.419 -13.021
H -1.277 37.744 -14.331
H 0.996 38.487 -18.509
H 3.067 39.597 -19.606
H 3.887 41.706 -18.751
H 2.748 42.677 -16.742
C -4.217 32.412 -13.726
Br -5.977 31.396 -13.496
Br -4.389 34.242 -12.967
Br -3.847 32.467 -15.680
H -3.433 31.806 -13.272

Forces on atoms 1 to 2 (eV/Å):
C 0.8 0.3 -0.9
C 0.1 0.2 1.9

[2]
The following is a quantum chemistry calculation of a molecular structure, C29H17BrCl2LuN6O12S2 at a distorted geometry, from the Open Molecules 2025 dataset.

Summary:
Relative energy (zero: lowest compared OMol25 entry of this formula, charge and spin) (kJ/mol): 37.17
Spin multiplicity: 1
Net charge: -1
Gap between HOMO and LUMO (eV): 7.1
Electronic energy (eV): -214242.908

Positions of all 70 atoms, in Å:
Lu -0.660 0.590 -1.350
Br -3.314 -2.327 -2.882
C -1.731 -1.833 -3.804
C -1.199 -2.771 -4.669
C -0.041 -2.436 -5.352
C 0.515 -1.190 -5.161
C -0.093 -0.324 -4.270
N -1.206 -0.638 -3.589
C 0.480 1.069 -4.021
O 1.401 1.435 -4.726
O -0.114 1.715 -3.072
H -1.680 -3.730 -4.788
H 0.414 -3.149 -6.030
H 1.411 -0.858 -5.665
Cl -5.469 6.521 -1.840
C -4.263 5.299 -1.483
C -3.099 5.676 -0.788
C -2.141 4.754 -0.483
Cl -0.714 5.243 0.376
C -2.276 3.369 -0.841
O -1.410 2.510 -0.514
C -3.460 3.045 -1.560
C -3.677 1.694 -1.987
O -2.919 0.745 -1.802
C -4.439 4.007 -1.867
H -2.960 6.709 -0.499
H -4.613 1.505 -2.540
H -5.328 3.711 -2.413
N -0.412 2.522 6.924
C -0.469 1.754 5.759
C 0.202 0.536 5.680
C 0.123 -0.235 4.530
C -0.640 0.198 3.459
C -1.316 1.416 3.529
C -1.232 2.186 4.671
S -0.717 -0.734 1.967
O -2.093 -1.016 1.668
O 0.201 -1.836 2.146
N -0.229 0.326 0.862
C 1.081 0.752 0.780
S 2.391 0.300 1.837
C 3.446 1.266 0.862
C 2.763 1.818 -0.163
N 1.416 1.543 -0.205
H 0.386 2.354 7.513
H -0.607 3.501 6.802
H 0.797 0.199 6.520
H 0.654 -1.175 4.455
H -1.887 1.762 2.676
H -1.750 3.137 4.725
H 4.495 1.355 1.090
H 3.189 2.446 -0.932
O 1.225 -0.689 -1.849
C 0.690 -1.651 -1.233
O -0.556 -1.716 -1.064
C 1.571 -2.713 -0.656
C 1.001 -3.758 0.051
C 1.835 -4.657 0.678
C 3.209 -4.554 0.650
C 3.733 -3.502 -0.070
C 2.949 -2.569 -0.718
N 5.207 -3.361 -0.120
O 5.659 -2.376 -0.661
O 5.872 -4.219 0.426
N 1.239 -5.775 1.447
O 0.076 -6.036 1.238
O 1.933 -6.309 2.288
H -0.075 -3.840 0.131
H 3.840 -5.255 1.172
H 3.385 -1.734 -1.246

Forces on atoms 1 to 2 (eV/Å):
Lu -0.9 0.6 -0.3
Br 0.0 0.1 0.1

[3]
The following is a quantum chemistry calculation of a molecular structure, C16H27ClF5NdO5SSi3 at a distorted geometry, from the Open Molecules 2025 dataset.

Summary:
Relative energy (zero: lowest compared OMol25 entry of this formula, charge and spin) (kJ/mol): 3.91
Spin multiplicity: 4
Net charge: 0
Gap between HOMO and LUMO (alpha / beta) (eV): 7.8 / 7.8
Electronic energy (eV): -103117.449

Positions of all 59 atoms, in Å:
Nd 7.634 7.446 11.793
O 4.132 5.237 11.203
Cl 5.263 5.744 11.936
O 6.606 5.466 11.069
O 5.692 5.073 13.217
O 5.313 7.280 12.109
C 6.776 9.091 14.815
O 7.719 8.320 14.067
Si 9.403 8.275 14.523
C 9.871 10.087 14.594
C 9.844 7.336 16.111
C 9.909 7.248 12.996
Si 11.475 7.876 12.207
C 12.939 7.756 13.446
C 12.030 6.678 10.722
C 11.412 9.546 11.416
Si 10.003 5.325 12.896
C 11.634 4.543 13.389
C 9.639 4.778 11.088
C 8.578 4.568 13.959
H 6.628 10.106 14.354
H 7.078 9.184 15.864
H 5.810 8.521 14.718
H 9.519 10.439 15.573
H 9.273 10.540 13.752
H 10.937 10.292 14.478
H 9.915 6.265 15.861
H 9.120 7.460 16.860
H 10.787 7.671 16.546
H 12.744 6.791 13.965
H 12.953 8.552 14.154
H 13.886 7.700 12.905
H 12.753 7.188 10.078
H 11.042 6.634 10.055
H 12.350 5.647 10.882
H 12.135 10.271 11.817
H 10.381 10.017 11.275
H 11.831 9.294 10.371
H 11.573 3.486 13.235
H 11.868 4.768 14.448
H 12.416 4.876 12.751
H 10.405 4.036 10.784
H 9.637 5.568 10.309
H 8.639 4.265 11.049
H 8.910 4.478 15.007
H 8.237 3.610 13.627
H 7.685 5.177 13.871
F 10.850 8.218 5.553
C 10.176 8.614 6.632
C 9.396 7.650 7.315
F 9.352 6.342 6.856
C 8.808 8.013 8.463
F 8.238 7.089 9.348
C 8.721 9.327 8.972
S 7.798 9.787 10.372
C 9.512 10.238 8.217
F 9.406 11.545 8.570
C 10.310 9.887 7.141
F 11.157 10.737 6.485

Forces on atoms 1 to 2 (eV/Å):
Nd 2.6 0.6 0.1
O 1.3 1.2 1.8

[4]
The following is a quantum chemistry calculation of a molecular structure, BeH38O19 at a distorted geometry, from the Open Molecules 2025 dataset.

Summary:
Spin multiplicity: 1
Net charge: +2
Gap between HOMO and LUMO (eV): 11.1
Electronic energy (eV): -39913.606

Positions of all 58 atoms, in Å:
Be -0.682 -0.465 0.458
O 3.412 -2.626 3.591
H 3.034 -3.166 4.313
H 3.220 -1.738 3.854
O -0.344 -1.956 0.484
H -1.152 -2.454 0.071
H 0.555 -2.487 0.435
O 2.532 4.505 -4.325
H 2.547 5.461 -4.356
H 2.419 4.266 -5.269
O -2.083 -2.574 3.146
H -1.471 -3.309 2.996
H -1.868 -2.245 4.038
O -3.433 1.612 -1.253
H -4.128 1.695 -1.998
H -2.980 2.439 -1.081
O 0.316 -0.369 -2.943
H 0.804 0.477 -2.910
H 0.220 -0.725 -3.828
O 3.662 -3.641 -0.543
H 4.051 -4.451 -0.172
H 3.907 -3.549 -1.477
O -5.229 1.640 -3.231
H -4.997 1.358 -4.093
H -6.174 1.809 -3.266
O 1.870 1.958 2.536
H 1.529 2.263 3.361
H 2.239 2.789 2.231
O -1.257 0.161 -0.800
H -0.771 -0.009 -1.635
H -2.141 0.681 -1.031
O 4.379 -0.954 -0.958
H 4.510 -0.152 -0.404
H 3.430 -0.904 -1.254
O -4.453 -0.702 0.839
H -5.014 0.091 0.808
H -4.791 -1.408 0.361
O -1.843 -0.435 1.652
H -1.746 -1.200 2.171
H -2.780 -0.244 1.334
O -2.477 -3.136 -0.614
H -2.548 -3.766 -1.321
H -3.307 -2.654 -0.656
O 0.594 0.324 1.009
H 0.642 1.249 1.427
H 1.434 -0.198 1.075
O 2.562 0.370 6.262
H 2.435 1.326 6.299
H 3.496 0.386 6.401
O -1.691 4.266 -2.051
H -0.900 4.835 -1.961
H -2.135 4.738 -2.721
O 1.439 2.083 -2.726
H 2.403 2.038 -2.648
H 1.297 2.890 -3.304
O 2.131 -1.850 1.121
H 2.902 -2.168 0.585
H 2.423 -2.176 1.973

Forces on atoms 1 to 2 (eV/Å):
Be -0.1 1.1 1.7
O -0.5 -1.1 0.0

[5]
The following is a quantum chemistry calculation of C4H6N2 in the gas phase at a distorted geometry, from the Open Molecules 2025 dataset.

Summary:
Relative energy (zero: lowest compared OMol25 entry of this formula, charge and spin) (kJ/mol): 426.39
Spin multiplicity: 1
Net charge: 0
Gap between HOMO and LUMO (eV): 9.9
Electronic energy (eV): -7221.172

Positions of all 12 atoms, in Å:
C 1.393 -0.255 0.179
C -0.028 0.304 0.245
C -1.147 -0.667 -0.237
N -0.839 0.060 1.323
C -0.114 1.652 -0.390
N -0.153 2.720 -0.836
H 1.758 -0.308 -0.852
H 1.401 -1.249 0.633
H 2.066 0.394 0.748
H -1.762 -0.197 -1.003
H -0.728 -1.645 -0.463
H -1.847 -0.809 0.653

Forces on atoms 1 to 2 (eV/Å):
C 0.0 0.0 0.1
C 0.1 0.0 0.0

[6]
The following is a quantum chemistry calculation of 2 unconnected molecules or ions with the total composition C6H12O2 at a distorted geometry, from the Open Molecules 2025 dataset.

Summary:
Relative energy (zero: lowest compared OMol25 entry of this formula, charge and spin) (kJ/mol): 243.01
Spin multiplicity: 1
Net charge: 0
Gap between HOMO and LUMO (eV): 10.5
Electronic energy (eV): -10509.788
SMILES: C=CCCCC=O.O

Positions of all 20 atoms, in Å:
C 0.473 3.122 -0.565
C 0.394 1.800 -0.640
C -0.934 1.134 -0.222
C -0.776 0.683 1.243
C 0.055 -0.617 1.286
C -0.786 -1.817 1.522
O -0.439 -2.964 1.651
H -0.350 3.826 -0.600
H 1.423 3.610 -0.798
H 1.196 1.221 -1.070
H -1.129 0.256 -0.848
H -1.863 1.692 -0.387
H -0.210 1.432 1.787
H -1.748 0.561 1.740
H 0.730 -0.511 2.149
H 0.613 -0.760 0.360
H -1.900 -1.665 1.602
O 1.555 -3.863 -2.978
H 1.232 -3.603 -2.091
H 2.464 -3.539 -3.140

Forces on atoms 1 to 2 (eV/Å):
C 1.3 0.5 -1.4
C -2.4 0.7 0.0